C3H6N4O as an isolated structure, computed with ωB97M-V with the def2-TZVPD basis set.

Its charge is 0. For the HOMO energy (spin up / spin down), the calculation gives -7.49 / -7.49 eV. The value obtained for the frontier orbital gap (spin up / spin down) is 0.300 / 0.300 hartree. Its LUMO energy (spin up / spin down) is 0.7 / 0.7 eV. As for the energy relative to the best compared isomer or geometry (same formula, charge and spin): 638.7 kJ/mol. The largest force on an atom comes out at 6.23 eV/A. For the total energy, the calculation gives -11210.1571 eV.

XYZ file:
```
14
C3H6N4O (ωB97M-V with the def2-TZVPD basis set)
O 0.51247 -0.82240 -0.26849
N -1.97470 1.66643 -0.57855
N 2.42529 0.39397 0.23668
N -0.84769 -0.63255 -0.59438
N -0.98839 1.20232 -0.25222
C -1.56256 -1.61379 0.18645
C 0.26355 1.43388 0.02563
C 1.05944 0.34611 -0.02293
H -2.33967 -1.01292 0.76150
H 0.54793 2.51759 0.17413
H 2.85076 -0.49977 0.13054
H -2.19589 -2.02135 -0.53589
H 3.14900 1.14924 -0.00765
H -0.89953 -2.10676 0.74517
```

One molecule with the formula C3H6N4O, computed with ωB97M-V with the def2-TZVPD basis set.

Its charge is 0. The SMILES is Nn1[nH]cc/c1=N/O. For the HOMO energy, the calculation gives -8.10 eV. The value obtained for the frontier orbital gap is 0.303 hartree. Its LUMO energy is 0.1 eV. As for the energy relative to the best compared isomer or geometry (same formula, charge and spin): 742.7 kJ/mol. The largest force on an atom comes out at 8.63 eV/A. For the total energy, the calculation gives -11209.0788 eV.

XYZ file:
```
14
C3H6N4O (ωB97M-V with the def2-TZVPD basis set)
O -2.38088 -0.33230 -0.57705
N -1.59558 1.05546 -0.28271
N 0.19073 -0.44419 -0.46747
N -0.24552 -1.62029 -0.20682
N 1.58890 -0.46398 -0.07034
C -0.37867 0.57984 0.10178
C 1.83623 0.86857 0.36722
C 0.65680 1.50465 0.51887
H 1.81262 -1.28759 0.72381
H -3.23692 0.29090 -0.68126
H -0.81682 -1.91599 -0.98167
H 2.95927 1.15525 0.10608
H 0.53714 2.44954 0.92191
H -0.92729 -1.83989 0.52766
```

A 2-piece molecular cluster, C3H6N4O overall, computed with ωB97M-V with the def2-TZVPD basis set.

Its charge is 0. For the HOMO energy, the calculation gives -7.90 eV. The value obtained for the frontier orbital gap is 0.280 hartree. Its LUMO energy is -0.3 eV. As for the energy relative to the best compared isomer or geometry (same formula, charge and spin): 957.3 kJ/mol. The largest force on an atom comes out at 10.67 eV/A. For the total energy, the calculation gives -11206.8545 eV.

XYZ file:
```
14
C3H6N4O (ωB97M-V with the def2-TZVPD basis set)
O 0.97287 2.51000 0.22013
N -1.48529 -0.11132 -0.10626
N 1.10693 0.22620 -0.25415
N 2.33674 0.14988 -0.60412
N -2.83433 -0.46124 -0.09724
C 0.37507 1.52869 -0.16568
C -1.05807 1.00623 -0.15345
C 2.79173 -1.13570 0.16091
H -3.62733 0.09679 0.44891
H -1.81012 1.73845 -0.25990
H -3.20620 -1.63954 -0.25318
H 0.45180 -0.66899 -0.25011
H 2.13242 -2.12997 1.12211
H 3.85376 -1.10947 0.19203
```

C3H6N4O as an isolated structure, computed with ωB97M-V with the def2-TZVPD basis set.

Its charge is 0. For the HOMO energy, the calculation gives -9.40 eV. The value obtained for the frontier orbital gap is 0.348 hartree. Its LUMO energy is 0.1 eV. As for the energy relative to the best compared isomer or geometry (same formula, charge and spin): 745.0 kJ/mol. The largest force on an atom comes out at 6.35 eV/A. For the total energy, the calculation gives -11209.0554 eV.

XYZ file:
```
14
C3H6N4O (ωB97M-V with the def2-TZVPD basis set)
O 2.53317 -0.29105 0.54697
N -1.70228 -1.69453 0.20138
N 1.74594 -1.01818 -0.47475
N -1.87351 -0.36569 -0.02575
N -0.45178 -1.91862 -0.09336
C -0.63061 0.20078 -0.27351
C -0.51523 1.63554 -0.08658
C 0.24347 -0.73316 -0.48726
H 3.02264 0.16360 -0.35039
H 0.33775 1.77027 0.57885
H -0.21992 2.42316 -1.08809
H -1.58001 1.92361 0.54807
H -2.68159 -0.12888 0.98224
H 1.77196 -1.96685 0.02217
```

One molecule with the formula C3H6N4O, computed with ωB97M-V with the def2-TZVPD basis set.

Its charge is 0. The SMILES is [H]/N=C/N/N=C\NC=O. For the HOMO energy, the calculation gives -8.43 eV. The value obtained for the frontier orbital gap is 0.324 hartree. Its LUMO energy is 0.4 eV. As for the energy relative to the best compared isomer or geometry (same formula, charge and spin): 313.2 kJ/mol. The largest force on an atom comes out at 6.44 eV/A. For the total energy, the calculation gives -11213.5301 eV.

XYZ file:
```
14
C3H6N4O (ωB97M-V with the def2-TZVPD basis set)
O -0.97072 1.78567 -0.22291
N 0.98984 0.11471 -0.13996
N 3.09199 0.82688 0.07641
N 0.20687 -1.03847 -0.19944
N -2.16046 -0.28920 0.25364
C -2.01687 1.05764 0.06079
C -1.05144 -1.17537 -0.10852
C 2.30815 -0.16000 0.00831
H 2.55484 -1.29211 -0.03561
H 4.09045 0.56649 0.52184
H -1.45688 -2.24789 -0.09806
H 0.60137 0.99035 -0.26171
H -3.09282 1.44815 0.14325
H -3.09432 -0.58685 0.00196
```

One molecule with the formula C3H6N4O, computed with ωB97M-V with the def2-TZVPD basis set.

Its charge is 0. The SMILES is [H]/N=C(/C=C\NO)\N=N\[H]. For the HOMO energy, the calculation gives -8.46 eV. The value obtained for the frontier orbital gap is 0.309 hartree. Its LUMO energy is -0.1 eV. As for the energy relative to the best compared isomer or geometry (same formula, charge and spin): 523.3 kJ/mol. The largest force on an atom comes out at 5.83 eV/A. For the total energy, the calculation gives -11211.3528 eV.

XYZ file:
```
14
C3H6N4O (ωB97M-V with the def2-TZVPD basis set)
O 2.80770 0.20224 0.59169
N 1.48186 0.26896 -0.04150
N -1.29194 0.93875 0.20798
N -2.47754 -0.91507 0.59520
N -2.01993 1.78773 -0.36504
C -0.38024 -1.27323 -0.40969
C 0.97402 -0.95391 -0.36743
C -1.46125 -0.39845 0.06090
H -1.96133 2.78134 -0.15970
H 1.74831 -1.65170 -0.55124
H 0.81107 0.74857 0.53696
H 3.21591 1.06173 0.30645
H -3.22511 -0.25985 0.91833
H -0.52690 -2.34899 -0.54551
```

One molecule with the formula C3H6N4O3S, computed with ωB97M-V with the def2-TZVPD basis set.

Its charge is 0. The SMILES is [H]/N=C(/N)N(C#N)CS(=O)(=O)O. For the HOMO energy, the calculation gives -9.52 eV. The value obtained for the frontier orbital gap is 0.358 hartree. Its LUMO energy is 0.2 eV. As for the energy relative to the best compared isomer or geometry (same formula, charge and spin): 0.0 kJ/mol. The largest force on an atom comes out at 6.46 eV/A. For the total energy, the calculation gives -26144.0879 eV.

XYZ file:
```
17
C3H6N4O3S (ωB97M-V with the def2-TZVPD basis set)
S 0.55320 0.92856 1.67766
O 0.52535 2.05325 2.60014
O 0.70262 -0.35538 2.40191
O 1.88688 1.04312 0.68647
N 0.08876 -1.70319 -1.79432
N -0.72667 0.20069 -0.72396
N -0.96773 1.47825 -2.85714
N -0.26132 -1.87188 0.30383
C -0.32504 -1.08494 -0.72067
C -0.86818 0.92347 0.52607
C -0.86086 0.84524 -1.87171
H 2.40610 0.32248 1.06678
H 0.58348 -1.10984 -2.40888
H -0.52268 -1.57604 1.24401
H -1.67792 0.49931 1.08127
H -1.03112 2.00038 0.31744
H 0.49514 -2.59350 -1.52890
```

A 2-piece molecular cluster, C3H6N4S overall, computed with ωB97M-V with the def2-TZVPD basis set.

Its charge is 0. The SMILES is [S-][n+]1nnc[nH]1.C=C. For the HOMO energy, the calculation gives -8.27 eV. The value obtained for the frontier orbital gap is 0.305 hartree. Its LUMO energy is 0.0 eV. As for the energy relative to the best compared isomer or geometry (same formula, charge and spin): 455.9 kJ/mol. The largest force on an atom comes out at 4.01 eV/A. For the total energy, the calculation gives -19999.6107 eV.

XYZ file:
```
14
C3H6N4S (ωB97M-V with the def2-TZVPD basis set)
S -1.46586 -1.88323 0.26368
N -2.63701 1.66836 0.01247
N -2.86422 0.36323 0.15426
N -0.78594 0.61791 0.01453
N -1.73906 -0.30213 0.25419
C 1.91318 -0.77809 -0.66469
C -1.34849 1.81976 -0.06592
C 1.99657 -1.09652 0.61973
H 0.20253 0.41368 -0.23247
H 2.27978 -0.36887 1.26596
H 2.46330 0.09905 -1.17928
H -0.91068 2.79286 -0.12270
H 1.36724 -1.87685 1.00300
H 1.52866 -1.46916 -1.32277
```

An isolated ion of composition C3H6N5 and charge +1, computed with ωB97M-V with the def2-TZVPD basis set.

Its charge is +1. The SMILES is NC(=[NH2+])n1cnnc1. For the HOMO energy, the calculation gives -13.81 eV. The value obtained for the frontier orbital gap is 0.327 hartree. Its LUMO energy is -4.9 eV. As for the energy relative to the best compared isomer or geometry (same formula, charge and spin): 220.8 kJ/mol. The largest force on an atom comes out at 4.75 eV/A. For the total energy, the calculation gives -10649.9987 eV.

XYZ file:
```
14
C3H6N5 (ωB97M-V with the def2-TZVPD basis set)
N -2.77889 1.97852 0.29105
N -1.89557 2.85391 -0.18718
N -0.92520 0.87143 -0.02435
N -0.19096 -1.32640 -0.47511
N 1.43688 0.12808 0.43781
C 0.19569 -0.17890 0.04141
C -0.80726 2.18908 -0.38977
C -2.26101 0.78379 0.40842
H 1.56997 1.10063 0.71496
H 0.55100 -1.96908 -0.25038
H -0.91176 -1.75239 -1.02720
H 0.11072 2.75136 -0.61414
H -2.93062 -0.03176 0.45747
H 2.21150 -0.44143 0.74715
```

A 2-piece molecular cluster, C3H6N6 overall, computed with ωB97M-V with the def2-TZVPD basis set.

Its charge is 0. For the HOMO energy, the calculation gives -8.68 eV. The value obtained for the frontier orbital gap is 0.332 hartree. Its LUMO energy is 0.3 eV. As for the energy relative to the best compared isomer or geometry (same formula, charge and spin): 928.1 kJ/mol. The largest force on an atom comes out at 6.57 eV/A. For the total energy, the calculation gives -12141.0747 eV.

XYZ file:
```
15
C3H6N6 (ωB97M-V with the def2-TZVPD basis set)
N 0.32086 1.87718 1.66799
N 0.01734 0.02219 -1.94306
N 0.42909 2.62955 0.62193
N -0.21862 -1.42766 0.21453
N -0.41716 -2.26828 1.43496
N 0.27798 0.62505 1.61257
C 0.32390 2.08583 -0.55100
C -0.05476 0.72614 -0.83104
C 0.02387 0.00730 0.46232
H 0.49613 2.89719 -1.33303
H -0.34271 -1.16100 -2.03018
H 0.02613 0.40940 -2.89367
H 0.93192 -1.72744 -0.18501
H -1.56139 -3.14158 1.35169
H -0.25258 -1.55387 2.40098
```

One molecule with the formula C3H6N6, computed with ωB97M-V with the def2-TZVPD basis set.

Its charge is 0. The SMILES is [H]/N=c1/nn/c(=N/[H])n(C)[nH]1. For the HOMO energy, the calculation gives -9.12 eV. The value obtained for the frontier orbital gap is 0.311 hartree. Its LUMO energy is -0.6 eV. As for the energy relative to the best compared isomer or geometry (same formula, charge and spin): 634.3 kJ/mol. The largest force on an atom comes out at 4.23 eV/A. For the total energy, the calculation gives -12144.1195 eV.

XYZ file:
```
15
C3H6N6 (ωB97M-V with the def2-TZVPD basis set)
N 1.73461 -1.71367 -0.11110
N 0.82709 0.64395 0.00536
N -1.62778 -1.80450 0.25016
N -0.45186 0.11625 -0.33948
N 3.06889 0.03160 0.16820
N 0.55006 -2.08250 -0.31350
C -0.54052 -1.20315 -0.08765
C -1.49520 1.02487 -0.03863
C 1.85303 -0.28080 0.04429
H 3.04104 1.09173 0.21439
H -2.57884 0.41779 -0.15111
H 1.00740 1.55049 -0.51540
H -1.55072 1.97161 -0.85834
H -2.38125 -1.14050 0.69781
H -1.45596 1.37683 1.03502
```

C3H6NO as an isolated structure, computed with ωB97M-V with the def2-TZVPD basis set.

Its charge is +1. For the HOMO energy, the calculation gives -15.70 eV. The value obtained for the frontier orbital gap is 0.402 hartree. Its LUMO energy is -4.8 eV. As for the energy relative to the best compared isomer or geometry (same formula, charge and spin): 255.4 kJ/mol. The largest force on an atom comes out at 3.41 eV/A. For the total energy, the calculation gives -6735.3302 eV.

XYZ file:
```
11
C3H6NO (ωB97M-V with the def2-TZVPD basis set)
O -1.11063 0.09759 1.30213
N 1.06442 -0.58000 -0.01039
C -0.84346 1.07122 0.31136
C -0.75870 -0.90433 0.51377
C -0.19983 -0.01246 -0.53967
H -1.72720 1.38537 -0.06050
H 1.27435 -1.54088 -0.20851
H -0.37668 -0.15245 -1.60861
H -0.72756 -2.03949 0.60081
H 1.34264 -0.26629 0.91713
H -0.24119 1.93979 0.44511
```